The following is a DFT calculation (ωB97M-V with the def2-TZVPD basis set) of a structure of composition C40H95F9N7O13Sr.

Each line ends with the Mulliken charge.
Element x y z (Å)
Sr: -2.8929 2.5185 -0.7821  1.318
C: 0.4771 6.2331 1.6137  -0.228
O: 0.4763 7.4895 1.0117  -0.210
O: -0.2307 5.4031 0.7650  -0.708
C: 1.9123 5.7972 2.1777  0.910
F: 2.0025 4.5155 2.4976  -0.213
F: 2.8517 5.9813 1.2480  -0.327
F: 2.3344 6.4033 3.2359  -0.311
C: 0.8261 8.6128 1.8845  -0.282
C: 1.3900 9.6036 0.8373  -1.205
H: 0.5417 10.1306 0.4005  0.289
H: 1.9397 10.4097 1.3231  0.382
H: 2.0529 9.1528 0.0988  0.297
H: 1.5043 8.4205 2.7159  0.294
H: -0.0609 9.1192 2.2650  0.287
H: -0.1865 6.3950 2.4632  -0.005
C: 0.5155 3.0207 -2.5984  0.979
O: 1.5899 3.8598 -2.1682  -0.216
O: -0.6140 3.6971 -2.0383  -0.861
C: 0.4874 2.6933 -4.1285  0.730
F: -0.1377 3.6605 -4.8880  -0.359
F: 1.6689 2.5055 -4.6514  -0.281
F: -0.2738 1.6287 -4.3830  -0.149
C: 2.9733 3.3288 -2.0640  0.412
C: 3.8453 4.5937 -2.2062  -1.485
H: 3.3647 5.3753 -1.6177  0.282
H: 4.8504 4.4329 -1.8163  0.418
H: 3.8607 4.9252 -3.2445  0.328
H: 3.2869 2.6446 -2.8524  0.234
H: 3.1561 2.7834 -1.1381  -0.085
H: 0.5396 2.1316 -1.9683  -0.786
C: -0.7251 -0.5266 -0.6118  0.888
O: 0.1060 0.4815 -0.0131  1.622
O: -1.9284 0.0742 -0.9460  -0.345
C: -0.1022 -1.3362 -1.8450  -0.028
F: 0.4559 -0.5623 -2.6958  -0.203
F: 0.8927 -2.0608 -1.3985  -0.354
F: -0.8081 -2.2381 -2.4584  -0.109
C: 1.4271 0.1894 0.3936  -0.400
C: 1.7783 1.1425 1.5132  -1.154
H: 1.2236 0.8687 2.4107  -0.010
H: 2.8282 1.1916 1.8018  0.474
H: 1.3830 2.0864 1.1378  -0.030
H: 2.2217 0.3133 -0.3422  0.135
H: 1.5166 -0.8519 0.7033  0.043
H: -0.9160 -1.2840 0.1484  -0.527
C: -2.8348 3.5539 3.1098  -1.413
C: -2.0894 2.3365 2.5443  1.924
C: -2.8896 1.0477 2.4119  -0.653
O: -3.7763 1.2636 1.2755  -0.185
C: -4.7522 0.2215 1.0374  -1.143
N: -1.4096 2.7665 1.4013  0.462
H: -3.5268 4.0825 2.4542  0.246
H: -2.1353 4.3826 3.2193  0.355
H: -3.1677 3.3925 4.1352  0.431
H: -1.2584 2.1254 3.2174  -0.829
H: -3.5542 0.9259 3.2673  0.734
H: -2.3346 0.1285 2.2244  -0.049
H: -5.4865 0.5513 0.3025  0.342
H: -5.3770 0.1047 1.9229  0.416
H: -4.4129 -0.7625 0.7138  0.267
H: -0.9019 3.6027 1.6523  -0.060
H: -0.5939 2.1792 1.3026  -1.110
C: 2.3383 -3.6522 -5.9379  -1.597
C: 1.2325 -2.6217 -6.0199  0.972
C: 1.6932 -1.1491 -6.0068  -0.466
O: 2.4800 -0.8820 -7.1467  -0.399
C: 3.0268 0.4342 -7.2163  -0.795
N: 0.5809 -2.8750 -7.2498  -0.828
H: 3.0734 -3.4084 -6.7050  0.246
H: 1.9691 -4.6594 -6.1306  0.427
H: 2.7696 -3.5671 -4.9404  0.332
H: 0.4800 -2.7567 -5.2431  0.104
H: 2.0738 -0.8023 -5.0461  0.338
H: 0.7865 -0.5455 -6.0465  0.268
H: 2.2704 1.2063 -7.3573  0.305
H: 3.7537 0.3693 -8.0259  0.321
H: 3.7123 0.7253 -6.4204  0.281
H: -0.3237 -2.4259 -7.2491  0.218
H: 1.1326 -2.4126 -7.9583  0.310
C: -5.0878 -0.5488 -2.8727  -1.479
C: -3.9992 -1.0445 -3.8439  1.797
C: -4.5184 -1.3554 -5.2519  -1.110
O: -3.4233 -1.9390 -5.9576  -0.218
C: -3.7900 -2.6645 -7.1295  -0.941
N: -3.1064 0.0994 -4.0211  -0.721
H: -4.7000 -0.3373 -1.8762  -0.107
H: -5.7978 -1.3707 -2.7803  0.396
H: -5.6622 0.3192 -3.1965  0.379
H: -3.3333 -1.7672 -3.3723  -0.239
H: -4.9463 -0.4215 -5.6164  0.319
H: -5.4184 -1.9702 -5.2509  0.547
H: -2.9394 -2.7947 -7.7984  0.184
H: -4.7196 -2.3566 -7.6082  0.368
H: -4.1694 -3.6101 -6.7420  0.402
H: -2.4939 0.1295 -3.2186  -0.028
H: -2.6004 -0.3056 -4.7957  0.302
C: -6.0439 -3.4835 -1.1841  -1.138
C: -5.0051 -4.4409 -0.5578  0.676
C: -3.5158 -4.1347 -0.9765  -0.465
O: -2.6702 -5.0711 -0.2463  -0.511
C: -1.3343 -4.9766 -0.7935  -0.928
N: -5.0974 -4.1956 0.8733  -0.537
H: -5.7056 -2.4624 -1.0083  -0.203
H: -6.9942 -3.6477 -0.6761  0.457
H: -6.3115 -3.7782 -2.1989  0.430
H: -5.3236 -5.4322 -0.8802  0.320
H: -3.3691 -3.1531 -0.5259  -0.063
H: -3.3305 -3.9893 -2.0408  0.523
H: -0.9456 -3.9587 -0.8214  0.117
H: -1.2618 -5.2844 -1.8366  0.365
H: -0.6074 -5.5007 -0.1729  0.472
H: -4.1346 -4.2514 1.1732  -0.108
H: -5.4690 -4.9508 1.4316  0.315
C: 1.0661 4.0210 5.8462  -1.593
C: 1.0050 2.5364 5.6995  2.462
C: 2.3026 1.8537 5.5570  -0.914
O: 2.2183 0.4843 5.3776  -0.319
C: 3.5208 -0.0439 5.2812  -0.761
N: 0.3333 2.0947 6.8885  -0.839
H: 1.5210 4.6733 5.1008  0.194
H: 1.6613 4.3083 6.7130  0.421
H: 0.0597 4.4156 5.9860  0.301
H: 0.2708 2.2773 4.9367  -1.115
H: 2.8697 2.3155 6.3653  0.426
H: 2.7679 2.2116 4.6386  0.377
H: 3.5267 -1.0560 5.6858  0.287
H: 4.2983 0.4220 5.8866  0.403
H: 3.8047 -0.1409 4.2332  0.191
H: 0.3935 1.1531 7.2489  0.253
H: -0.6639 2.2398 6.8210  0.224
C: 4.7609 -1.3324 0.3295  -1.016
C: 6.2862 -1.5740 0.7104  0.003
C: 6.4332 -1.8536 2.2741  -0.683
O: 5.6526 -3.0229 2.6786  -0.285
C: 5.5724 -3.2474 4.0058  -0.404
N: 6.6681 -2.6977 -0.1456  -0.732
H: 4.3271 -0.5554 0.9589  -0.076
H: 4.1462 -2.2097 0.5313  0.341
H: 4.6440 -0.8313 -0.6315  0.452
H: 6.8869 -0.7088 0.4297  0.457
H: 6.2200 -0.9764 2.8850  0.380
H: 7.4845 -2.0793 2.4522  0.449
H: 5.0411 -4.1949 4.0957  0.256
H: 5.0612 -2.4399 4.5299  -0.061
H: 6.6069 -3.4291 4.2972  0.341
H: 6.0372 -3.4071 0.1991  0.348
H: 7.5932 -2.9758 0.1493  0.266
C: -2.9918 -4.5636 4.8536  -1.730
C: -2.5002 -4.4320 3.3652  1.226
C: -0.9676 -4.5339 3.2119  -0.642
O: -0.3722 -3.3811 3.9044  -0.498
C: -0.0759 -2.2508 3.0708  -0.441
N: -3.0629 -5.5066 2.5109  -0.637
H: -2.8444 -3.5940 5.3291  0.322
H: -2.5365 -5.3817 5.4117  0.327
H: -4.0528 -4.8032 4.9235  0.478
H: -2.9155 -3.5153 2.9463  -0.061
H: -0.7231 -4.5066 2.1500  0.231
H: -0.4908 -5.4053 3.6607  0.377
H: -0.9061 -1.8221 2.5096  0.206
H: 0.7600 -2.5714 2.4489  0.363
H: 0.3809 -1.4513 3.6541  0.141
H: -2.6339 -5.4093 1.6018  0.079
H: -2.5717 -6.2870 2.9231  0.431

Gap between HOMO and LUMO, eV: 5.080
2S+1: 1
Highest occupied orbital energy, eV: -3.87
Net charge: -1
E, eV: -105355.00106


The following is a DFT calculation (ωB97M-V with the def2-TZVPD basis set) of a cluster of 2 separate species, CH6N2O2 in total.

Each line ends with the Mulliken charge.
Element x y z (Å)
O: 1.9196 -0.7520 0.9536  -0.537
C: 2.1298 0.0512 0.0535  0.162
O: 1.2516 0.6387 -0.7430  -0.535
H: 3.2109 0.5302 0.0102  0.281
H: 0.2906 0.2473 -0.3671  0.559
N: -0.8315 -0.2052 0.2925  -0.492
N: -1.8341 -0.0202 -0.7224  -0.493
H: -0.6182 -1.1913 0.4816  0.328
H: -1.0220 0.1350 1.2549  0.265
H: -1.7901 0.9134 -0.9430  0.218
H: -2.7065 -0.3471 -0.2708  0.245

Gap between HOMO and LUMO, eV: 10.337
2S+1: 1
Highest occupied orbital energy, eV: -9.68
Structure (SMILES): O=CO.NN
Net charge: 0
Relative energy (zero: lowest compared OMol25 entry of this formula, charge and spin), kcal/mol: 60.7
E, eV: -8208.24131


The following is a DFT calculation (ωB97M-V with the def2-TZVPD basis set) of the molecule C23H27N5O2S.

Each line ends with the Mulliken charge.
Element x y z (Å)
C: 6.5753 0.4122 2.1075  -0.672
O: 5.3093 0.9384 2.4307  -0.368
C: 4.7345 1.7491 1.4305  -0.667
C: 4.1579 0.9327 0.2694  -0.533
N: 3.2504 -0.0486 0.8069  -0.044
C: 2.2818 -0.6287 0.0870  0.474
N: 2.1375 -0.2260 -1.1657  -0.590
C: 1.1778 -0.8105 -1.8850  -0.089
S: 1.0100 -0.2190 -3.5229  -0.255
C: -0.2674 -1.3578 -4.1617  -1.220
C: -1.4205 -1.7495 -3.2433  1.115
O: -1.7117 -2.9251 -3.1314  -0.698
N: -2.1940 -0.7699 -2.7255  0.219
C: -2.0169 0.6568 -2.8225  -1.275
C: -1.7249 1.2608 -1.4417  -0.608
N: -2.8031 0.9128 -0.5447  0.213
C: -3.0857 1.7178 0.5540  0.314
C: -2.2269 2.7315 0.9847  -0.270
C: -2.5787 3.5574 2.0365  -0.757
C: -3.7851 3.3929 2.6923  -0.480
C: -4.6443 2.3883 2.2771  -0.643
C: -4.3053 1.5660 1.2228  -0.197
C: -2.9563 -0.5246 -0.4325  -0.297
C: -3.2586 -1.1177 -1.8080  -1.133
N: 0.3575 -1.7462 -1.5113  -0.124
C: 0.4653 -2.1862 -0.2375  -0.515
C: -0.4069 -3.1957 0.2060  -0.081
C: -0.3303 -3.6371 1.5000  -0.588
C: 0.6084 -3.0931 2.3847  -0.890
C: 1.4757 -2.1136 1.9695  -0.405
C: 1.4259 -1.6406 0.6508  1.129
H: 7.2741 1.2102 1.8323  0.304
H: 6.9346 -0.0884 3.0045  0.241
H: 6.5242 -0.3127 1.2883  0.281
H: 5.4666 2.4724 1.0472  0.406
H: 3.9281 2.2896 1.9333  0.316
H: 4.9621 0.4405 -0.2924  0.179
H: 3.6121 1.5750 -0.4243  0.443
H: 3.4508 -0.3639 1.7435  0.233
H: -0.6523 -0.8749 -5.0615  0.442
H: 0.2355 -2.2846 -4.4386  0.494
H: -1.2143 0.9100 -3.5111  0.391
H: -2.9549 1.0881 -3.1958  0.397
H: -1.6751 2.3454 -1.5449  0.717
H: -0.7515 0.8904 -1.0816  0.194
H: -1.2678 2.8720 0.5102  0.368
H: -1.8944 4.3325 2.3510  0.365
H: -4.0546 4.0383 3.5144  0.377
H: -5.5944 2.2511 2.7731  0.362
H: -5.0033 0.8089 0.8984  0.431
H: -3.7611 -0.7632 0.2605  0.517
H: -2.0273 -0.9790 -0.0506  -0.017
H: -3.3198 -2.2051 -1.7580  0.488
H: -4.2029 -0.7120 -2.1879  0.309
H: -1.1119 -3.5960 -0.5052  0.528
H: -0.9974 -4.4121 1.8474  0.425
H: 0.6505 -3.4521 3.4024  0.390
H: 2.1935 -1.7073 2.6683  0.357

Gap between HOMO and LUMO, eV: 8.103
2S+1: 1
Highest occupied orbital energy, eV: -7.71
Structure (SMILES): COCCNc1nc(SCC(=O)N2CCN(c3ccccc3)CC2)nc2ccccc12
Net charge: 0
Relative energy (zero: lowest compared OMol25 entry of this formula, charge and spin), kcal/mol: 40.0
E, eV: -46670.77765